# 1
Below is a cluster of 4 separate species, C32H44BClO12S3 in total at a distorted geometry, with properties calculated with ωB97M-V/def2-TZVPD.

Geometry as XYZ:
```
93
Properties=species:S:1:pos:R:3:lowdin_charge:R:1
S -5.638 -3.670 -2.519 0.68
H -4.021 5.506 -2.263 0.11
H -3.313 7.899 -3.992 0.12
C 0.834 -0.468 3.245 0.01
H -4.062 -6.831 -3.177 0.12
H -5.893 -3.358 -4.872 0.11
H 10.820 2.371 4.737 0.12
S -3.812 4.851 -4.528 0.65
C -1.906 0.686 0.554 0.02
H -3.974 6.520 -6.188 0.11
H -5.477 5.555 -6.087 0.11
O 8.191 -0.938 3.031 -0.32
O -3.450 -1.829 2.005 -0.02
C 0.968 1.570 1.416 -0.03
H -5.553 7.975 -4.981 0.12
O 4.628 0.499 2.613 -0.13
H -5.215 -5.892 -5.326 0.12
C -1.448 0.579 2.096 -0.25
H -2.439 5.982 -2.941 0.10
C -5.230 7.050 -4.499 -0.23
C 0.106 2.520 0.431 -0.27
H 8.458 2.668 5.813 0.12
H 0.976 -3.565 1.345 0.08
C -4.951 -5.295 -4.451 -0.22
C 3.215 0.576 2.480 -0.18
H -5.822 -6.742 -3.109 0.12
C 2.508 1.594 1.511 0.07
H -5.319 -1.371 -0.649 0.07
H 6.908 2.018 4.108 0.11
C -3.293 0.135 -1.631 0.01
H 2.353 -4.806 1.695 0.08
O -4.648 -2.616 -2.568 -0.33
H -1.952 -3.078 3.802 0.07
H 5.233 -1.356 -0.313 0.14
S 8.308 0.500 2.952 0.67
H -2.799 1.341 -3.564 0.10
H -4.485 -3.684 2.031 0.13
C 9.997 0.961 3.300 -0.23
B -3.858 -1.287 0.743 -0.46
C 4.507 -1.014 0.523 -0.19
H 3.637 -0.494 -0.013 0.12
O -4.740 3.820 -4.123 -0.33
H -2.797 -3.623 1.113 0.13
H -4.426 7.838 -2.627 0.12
C 7.597 1.232 4.422 -0.22
H 10.519 1.190 2.371 0.11
C -4.087 7.293 -3.511 -0.22
H 2.235 -3.191 2.676 0.06
C 0.156 0.540 2.291 -0.04
C -5.978 -4.202 -4.188 -0.23
H 0.195 -1.194 3.847 0.10
O 7.860 1.250 1.801 -0.33
H -6.994 -4.603 -4.209 0.11
O -6.889 -3.520 -1.813 -0.31
H -4.101 -0.467 -2.184 0.08
C 9.876 2.159 4.232 -0.22
H -2.142 -4.781 3.119 0.07
H -3.519 -4.064 4.138 0.08
C -1.098 1.732 -0.308 -0.04
C 5.283 0.103 1.373 -0.15
H -5.358 -5.577 -1.117 0.11
H 5.317 1.050 0.708 0.14
C 3.064 -2.912 0.615 -0.25
O -2.226 0.578 3.073 0.08
H 9.589 3.049 3.663 0.12
C -2.532 1.187 -2.464 -0.04
H 10.476 0.117 3.802 0.11
H 2.363 -2.203 0.023 0.12
C 2.388 -0.451 3.333 0.03
O 4.128 -2.187 1.279 -0.18
O -2.556 4.548 -5.175 -0.35
C -4.693 6.049 -5.514 -0.24
C -3.511 5.928 -3.131 -0.23
H -3.805 -4.941 -1.729 0.11
C -1.384 2.021 -1.800 -0.49
C 2.083 -3.684 1.659 -0.08
C -2.704 -3.819 3.373 -0.07
C 8.768 1.802 5.225 -0.22
H 9.137 1.045 5.926 0.12
H -6.090 6.624 -3.972 0.12
H 3.127 2.334 0.884 0.12
C -4.838 -5.179 -1.989 -0.22
O 0.325 3.743 0.292 0.04
H 7.058 0.467 4.982 0.11
H 3.455 -3.675 -0.161 0.12
C -3.415 -3.281 2.009 -0.21
C -3.031 -0.152 -0.099 0.04
H -3.967 -4.850 -4.630 0.12
H 6.349 -0.250 1.574 0.09
Cl -0.498 3.229 -2.825 0.62
H 2.928 -1.201 4.006 0.11
C -4.909 -6.141 -3.177 -0.22
O -5.077 -1.843 0.175 0.08
```

The spin multiplicity is 1. The frontier orbital gap comes out at 7.78 eV. The largest force on an atom is 4.3 eV Å⁻¹. As for the SMILES: CCOCCOc1ccc2c(c1)C(=O)c1c(Cl)ccc(B(O)OCC)c1C2=O.O=S1(=O)CCCC1.O=S1(=O)CCCC1.O=S1(=O)CCCC1. The highest occupied orbital energy is -8.40 eV.

=====

# 2
Below is a structure of composition C32H44CoN4P2Si at a distorted geometry, with properties calculated with ωB97M-V/def2-TZVPD.

Geometry as XYZ:
```
84
Properties=species:S:1:pos:R:3:lowdin_charge:R:1
C 0.065 2.654 2.829 -0.16
C -2.046 1.928 -4.091 -0.18
H 2.757 0.573 -5.074 0.08
H -3.525 -2.815 -2.382 0.10
C 0.560 -0.961 4.382 -0.34
C 3.414 0.681 -4.231 -0.15
H 2.348 -1.237 -5.632 0.07
H 2.397 -3.856 -2.310 0.09
H -0.823 1.354 4.321 0.06
C -1.336 0.735 0.919 -0.22
H -0.691 -1.925 -3.433 0.07
N -2.186 1.360 -2.825 -0.26
C 0.032 -0.480 5.453 -0.10
H 1.647 -2.053 2.796 0.05
C -5.015 -2.359 -4.015 -0.11
C 4.630 1.352 -4.142 -0.08
H 2.772 1.090 1.870 0.11
H 1.872 3.188 1.878 0.12
H 0.663 2.918 3.718 0.11
H 6.002 1.608 -2.381 0.09
C 5.087 1.222 -2.787 -0.09
C -4.302 -0.220 -4.220 -0.14
H 3.048 -3.636 -6.620 0.09
H -1.358 1.812 0.688 0.08
H -5.572 -3.274 -4.159 0.09
H 1.182 -2.979 4.280 0.08
H -1.347 -0.753 -4.614 0.08
C -2.116 -1.005 7.672 -0.20
C 2.504 -3.564 -3.342 -0.16
P -2.043 -0.321 -2.312 1.14
C 1.265 0.132 0.690 -0.23
N 2.302 -2.226 -3.706 -0.23
H 1.950 -0.618 0.274 0.06
P 1.759 -0.897 -2.518 1.16
C -0.834 -0.847 -3.646 -0.37
C -0.158 0.068 0.145 -0.28
H -2.253 0.321 0.472 0.09
C -0.788 1.501 3.246 -0.11
H -2.349 2.204 -0.846 0.08
H -4.149 0.813 -4.481 0.08
H -0.410 -0.958 -0.156 0.07
H -2.183 -1.120 8.768 0.03
H 3.031 -5.379 -4.514 0.09
C -5.216 -1.134 -4.734 -0.09
H 1.655 -0.079 8.498 0.02
H -0.746 1.783 8.647 0.03
C -0.826 1.651 7.557 -0.21
C -2.124 2.407 -1.883 -0.13
H -1.785 4.571 -2.104 0.09
C 0.729 -0.666 8.560 -0.21
C 0.513 -0.102 -3.653 -0.39
C -1.390 0.571 2.414 -0.17
N -3.549 -0.824 -3.203 -0.25
H -2.208 -1.995 7.212 0.02
H 2.524 -1.811 4.363 0.09
H 1.001 -1.729 8.494 0.02
N 3.110 0.125 -2.981 -0.27
C 1.524 -2.001 3.936 -0.16
H -2.975 -0.400 7.354 0.02
C -1.923 3.600 -2.566 -0.08
C 4.146 0.457 -2.104 -0.14
C 2.826 -4.312 -4.472 -0.11
H 0.308 -0.496 9.562 0.03
Si -0.499 -0.160 7.212 0.42
C 1.078 2.455 1.662 -0.19
H -2.075 -0.171 2.829 0.11
H 0.623 2.783 0.717 0.11
H -0.142 0.587 -0.818 0.05
C 2.485 -2.155 -5.090 -0.15
H -1.841 1.929 7.245 0.03
H 0.890 -0.068 -4.688 0.06
H -0.549 3.520 2.543 0.12
H -0.108 2.317 7.070 0.02
C -3.983 -2.158 -3.111 -0.17
H -1.929 4.010 -4.787 0.10
Co 0.348 -0.855 2.320 0.38
H 5.128 1.840 -4.972 0.09
H 4.122 0.119 -1.077 0.09
C -1.938 3.301 -3.969 -0.08
H -2.107 1.307 -4.978 0.11
C 2.830 -3.415 -5.582 -0.09
C 1.770 1.170 1.458 -0.07
H -5.925 -0.948 -5.533 0.09
H 0.426 0.948 -3.312 0.08
```

The spin multiplicity is 4. The frontier orbital gap (spin up / spin down) comes out at 4.63 / 7.81 eV. The largest force on an atom is 4.0 eV Å⁻¹. The highest occupied orbital energy (spin up / spin down) is -4.65 / -7.82 eV. The calculation puts the relative energy (zero: lowest compared OMol25 entry of this formula, charge and spin) at 25.50 kcal/mol.

=====

# 3
Below is a cluster of 2 separate species, C32H44F3N2O8S in total at a distorted geometry, with properties calculated with ωB97M-V/def2-TZVPD.

Geometry as XYZ:
```
90
Properties=species:S:1:pos:R:3:lowdin_charge:R:1
C -2.882 -4.008 -5.859 -0.03
H 3.351 2.439 -1.119 0.14
C 0.097 1.171 -2.627 -0.15
H -5.413 -3.201 -3.007 0.09
H -0.790 -2.858 -6.219 0.09
C 2.595 0.885 -3.301 -0.22
H 2.127 -1.968 0.236 0.12
H -8.198 4.598 7.117 0.10
C 4.506 -0.387 1.602 -0.08
H -0.885 0.126 -4.788 0.17
C 2.321 -3.911 -2.015 -0.51
N -0.727 -0.131 -2.534 -0.04
H -3.627 3.223 5.791 0.08
H -7.266 3.606 8.295 0.10
O -0.659 0.335 0.911 0.05
H 3.472 2.102 -5.045 0.11
H 2.885 -3.015 -1.518 0.05
C -3.103 -0.811 1.346 -0.16
H 1.460 -5.683 -0.783 0.07
O 7.030 -0.049 2.478 -0.10
H 3.036 -6.105 -1.778 0.09
C -3.622 2.498 4.970 -0.07
O -7.540 2.736 6.435 -0.01
S 0.544 -3.593 -2.490 0.82
C 6.481 0.289 3.800 -0.23
C -4.268 -4.188 -4.958 -0.04
H -2.732 2.678 4.362 0.08
H 1.953 -1.116 -2.053 0.13
H 3.854 2.791 -3.319 0.11
H -4.825 1.881 3.306 0.09
H 2.908 -4.139 -3.029 0.10
C -4.470 -3.155 -3.700 -0.04
C -0.756 -0.697 -3.932 -0.13
H 0.001 -2.839 -0.170 0.13
H 2.052 0.194 -4.109 0.15
H -8.934 3.172 7.873 0.10
C 3.876 -0.517 0.070 -0.16
C -0.138 -0.915 -1.385 -0.23
H 6.675 2.540 3.171 0.09
H -3.549 1.505 5.426 0.08
C -6.454 3.214 5.779 -0.55
C 2.261 -0.788 0.107 -0.14
F 3.895 0.240 -3.001 -0.07
C -0.896 2.398 -2.080 -0.01
H 1.798 3.341 -1.700 0.15
H 4.903 2.042 3.624 0.07
H 3.855 -0.928 2.410 0.14
H -5.094 -4.993 -5.156 0.10
C 2.183 2.369 -1.123 -0.03
C 2.993 2.348 -4.004 -0.04
C 6.100 -0.871 1.681 -0.23
H 7.376 0.168 4.580 0.14
O 2.377 2.200 1.513 0.00
H -3.546 -1.277 -2.490 0.06
C 1.646 2.536 0.414 -0.12
H 4.157 0.495 -0.468 0.11
N -2.601 -0.739 -0.088 0.09
F -3.507 0.426 2.103 0.00
C -1.101 -0.377 -0.126 -0.17
O -3.179 -2.054 1.889 0.05
H -3.105 0.070 -0.563 0.13
F 0.307 3.154 0.745 -0.04
O -6.049 2.277 4.889 0.03
C 6.044 1.897 3.926 -0.10
C -3.322 -2.003 -3.379 -0.04
H 0.295 -1.213 -4.163 0.13
C -1.926 3.201 -1.574 0.13
H 0.340 1.563 -3.705 0.15
C 1.446 -0.386 -1.254 -0.12
C 1.626 1.082 -1.951 -0.22
O 6.584 -1.943 1.018 -0.02
C -1.713 -2.871 -5.501 -0.01
O -5.918 4.296 5.980 0.10
H 4.529 0.771 1.858 0.10
H 3.239 -5.066 -0.191 0.09
H 6.164 2.317 5.014 0.08
H -2.833 3.935 -1.376 0.09
H -2.789 -4.755 -6.782 0.10
H 5.635 -0.435 4.182 0.13
H 4.407 -1.430 -0.485 0.13
H 2.034 3.018 -4.048 0.09
H -4.984 3.598 3.672 0.13
C -4.881 2.605 4.125 -0.22
C -8.000 3.586 7.484 -0.05
H -1.520 -2.820 -1.337 0.11
C 2.517 -5.287 -1.099 -0.16
C -1.917 -1.819 -4.216 -0.14
H 1.854 -0.317 1.097 0.11
C -0.371 -2.531 -1.262 -0.39
H -1.703 0.269 -2.420 0.16
```

The spin multiplicity is 1. Its net charge is +1. The frontier orbital gap comes out at 7.93 eV. The largest force on an atom is 10.5 eV Å⁻¹. The highest occupied orbital energy is -11.64 eV.